# 1
Computed, not measured: a 4-piece molecular cluster, C17H42BNO7 overall in a non-equilibrium geometry, with the ωB97M-V functional and the def2-TZVPD basis.

## Properties
Molecular weight (g/mol): 383.33
Highest occupied orbital energy (eV): -9.42
Kohn-Sham gap (eV): 9.814
SMILES: CCOCOC(=O)NB(C)O.CCOCC.CCOCC.CCOCC

Element x y z (Å)
C: 2.315 3.716 -4.965
H: 1.491 4.430 -4.917
H: 2.711 0.550 1.082
H: 0.010 -8.634 2.939
H: -1.659 6.421 2.568
H: 3.289 0.586 -1.317
H: -4.162 5.708 3.468
H: 0.852 4.386 -2.789
H: -0.511 5.476 1.624
O: -1.979 -0.587 -1.107
H: -2.282 1.331 -0.554
N: 1.989 -2.304 0.156
H: -4.126 5.001 5.080
O: -0.267 -1.922 -0.379
H: -4.829 4.099 3.727
C: 0.653 -5.972 0.098
B: 2.647 -1.030 -0.057
C: 0.890 -2.523 -0.678
O: 0.164 -6.710 2.404
C: -1.951 0.214 1.204
H: 2.340 -9.306 2.455
C: -2.672 4.144 3.745
H: -1.499 3.574 -2.725
H: -2.376 4.303 0.470
C: 2.081 -8.251 2.548
C: -0.895 -1.311 -1.519
H: -1.596 6.623 0.820
O: 1.711 2.505 -2.908
C: -2.549 4.791 1.431
C: -1.662 0.501 -0.242
H: -0.188 -0.666 -2.035
H: -2.873 -0.331 1.312
C: -1.520 5.892 1.625
C: 0.607 -8.044 2.243
C: 1.969 2.397 -4.297
C: 0.634 3.344 -2.531
C: 2.973 -0.432 -1.471
H: 3.179 4.174 -4.481
H: 1.114 -5.152 -0.448
H: -0.944 1.893 -2.802
H: -1.932 1.111 1.796
H: 0.595 3.296 -1.441
H: -2.580 3.226 4.326
H: 1.118 -6.907 -0.215
H: 2.551 3.553 -6.017
H: 2.128 -0.390 -2.142
H: -1.239 -2.067 -2.197
H: 1.715 -2.342 1.136
H: 1.127 1.914 -4.805
H: -0.730 2.962 -4.186
H: -3.561 5.208 1.390
H: -0.632 0.816 -0.379
H: -1.174 -0.435 1.574
O: -2.479 3.757 2.396
C: -0.711 2.918 -3.096
H: 2.816 1.716 -4.382
H: 2.310 -7.923 3.563
C: -4.026 4.777 4.018
O: 3.034 -0.360 1.083
H: 2.722 -7.691 1.866
H: -0.403 -6.015 -0.177
C: 0.803 -5.741 1.592
H: 1.861 -5.655 1.864
O: 0.975 -3.223 -1.620
H: -1.862 4.804 4.073
H: 0.365 -8.409 1.239
H: 3.793 -0.994 -1.892
H: 0.336 -4.790 1.859

---

# 2
Computed, not measured: C8H6Br2F2S as an isolated structure in a non-equilibrium geometry, with the ωB97M-V functional and the def2-TZVPD basis.

## Properties
Molecular weight (g/mol): 332.01
Highest occupied orbital energy (eV): -8.07
Kohn-Sham gap (eV): 7.612

Element x y z (Å)
Br: 4.307 -1.479 -0.565
S: 0.568 2.460 -0.622
H: -0.541 2.164 -2.691
H: 1.552 -1.929 -1.121
C: 0.978 1.019 0.536
H: -1.181 1.137 1.455
C: 1.161 -1.384 -0.306
Br: 4.158 1.532 0.460
H: 1.664 1.531 1.195
C: -0.350 0.570 1.085
C: -0.827 -0.688 0.885
C: -0.303 1.495 -1.976
F: 0.426 0.524 -2.481
C: -0.130 -1.607 0.057
F: -1.524 0.985 -1.578
C: 3.192 -0.097 -0.058
H: -1.815 -1.015 1.104
C: 1.797 -0.190 0.098
H: -0.668 -2.407 -0.482